#A
Formula: C4H9N2
Source: the OMol25 dataset
Level of theory: ωB97M-V with the def2-TZVPD basis set

## Properties
- SMILES: C/[NH+]=C/C=C/N
- Orbital gap: 9.013 eV
- Net charge: +1
- LUMO level: -4.3 eV

Geometry (Å):
C -0.299 1.186 2.351
N -0.260 0.619 1.030
C -0.014 -0.628 0.715
C 0.116 -1.154 -0.574
C 0.229 -0.348 -1.688
N 0.337 -0.682 -2.943
H -1.320 1.485 2.603
H 0.062 0.466 3.086
H 0.333 2.073 2.383
H -0.455 1.287 0.290
H 0.101 -1.298 1.557
H 0.178 -2.228 -0.661
H 0.225 0.891 -1.271
H 0.312 -1.663 -3.194
H 0.454 -0.007 -3.684

These are the natural (NBO) partial charges, in e, on atoms 1 to 4: C -0.42; N -0.48; C 0.23; C -0.47

#B
Formula: C4H9N2
Source: the OMol25 dataset
Level of theory: ωB97M-V with the def2-TZVPD basis set

## Properties
- SMILES: C=[N+](C)N1CC1
- Orbital gap: 9.361 eV
- Net charge: +1
- LUMO level: -5.2 eV

Geometry (Å):
C 1.000 1.321 0.830
N -0.016 0.657 0.273
C -0.901 1.442 -0.584
N -0.475 -0.676 0.342
C 0.228 -1.840 0.687
C -0.049 -1.493 -0.727
H 1.610 0.955 1.636
H 1.095 2.280 0.412
H -1.936 1.494 -0.116
H -0.359 2.311 -0.758
H -0.893 0.828 -1.552
H -0.341 -2.635 1.197
H 1.230 -1.666 0.938
H -0.787 -2.080 -1.310
H 0.594 -0.897 -1.267

These are the natural (NBO) partial charges, in e, on atoms 1 to 4: C 0.04; N -0.06; C -0.41; N -0.23

Stability verdict: #A, ahead by 78.1 kcal/mol

#A
Formula: C4H9N2
Source: the OMol25 dataset
Level of theory: ωB97M-V with the def2-TZVPD basis set

## Properties
- Orbital gap (spin up / spin down): 8.070 / 8.067 eV
- Net charge: +1
- LUMO level (spin up / spin down): -4.6 / -4.6 eV

Geometry (Å):
C -0.371 -1.236 0.653
C -1.377 -0.248 0.064
C 0.055 -0.148 -0.365
C 0.951 1.699 0.823
N -0.206 -1.949 1.619
N 0.313 -0.257 -1.768
H -2.308 -0.724 -0.412
H -1.728 0.505 0.726
H 0.464 2.566 0.450
H 1.943 1.851 0.712
H 0.474 1.076 1.551
H 0.649 -2.345 2.097
H 1.265 -0.329 -2.057
H 0.097 0.635 -2.193
H -0.223 -1.097 -1.900

These are the natural (NBO) partial charges, in e, on atoms 1 to 4: C 0.30; C -0.57; C -0.03; C -0.36

#B
Formula: C4H9N2
Source: the OMol25 dataset
Level of theory: ωB97M-V with the def2-TZVPD basis set

## Properties
- Orbital gap (spin up / spin down): 8.689 / 8.688 eV
- Net charge: +1
- LUMO level (spin up / spin down): -5.5 / -5.5 eV

Geometry (Å):
C 0.377 0.076 -0.054
C -2.589 -1.329 0.864
C 1.179 -1.066 0.260
C 1.483 2.235 -0.864
N 0.644 1.204 -0.355
N -2.176 -0.250 0.300
H -3.102 -2.085 0.219
H -2.548 -1.508 1.910
H 1.140 -1.722 -0.532
H 0.875 -1.655 1.108
H 2.176 -0.852 0.632
H 1.682 1.973 -1.821
H 0.943 3.131 -0.632
H 2.419 2.093 -0.306
H -2.501 -0.245 -0.729

These are the natural (NBO) partial charges, in e, on atoms 1 to 4: C 0.67; C 0.00; C -0.75; C -0.41

Stability verdict: #B, ahead by 69.1 kcal/mol